Here is one molecule with the formula C4H7NO from the OMol25 dataset. Energies are from the ωB97M-V functional and the def2-TZVPD basis.

Geometry (Å):
H (1.312, -2.430, 0.047)
C (0.049, 0.453, -0.555)
O (0.658, -0.785, -1.005)
C (0.731, 0.663, 0.804)
C (1.062, -1.378, 0.144)
H (-2.005, 1.107, -0.237)
H (1.646, 1.265, 0.735)
H (0.278, 1.221, -1.297)
C (-1.442, 0.187, -0.423)
H (0.067, 1.134, 1.534)
N (1.106, -0.701, 1.214)
H (-1.612, -0.497, 0.418)
H (-1.821, -0.288, -1.332)

Atoms 1-6, force components in eV/Å:
H 0.1 0.1 0.1
C -0.1 0.2 0.1
O 0.0 -0.1 0.0
C 0.0 0.2 0.0
C 0.1 -0.1 0.3
H 0.1 -0.1 0.0

Computed properties:
Energy above the lowest of the compared OMol25 structures with the same formula, charge and spin in eV: 1.0032
E_HOMO in eV: -9.65
Kohn-Sham gap in eV: 10.67
Net charge: 0

***

Here is C4H7NO as an isolated structure from the OMol25 dataset. Energies are from the ωB97M-V functional and the def2-TZVPD basis.

Geometry (Å):
H (0.252, 1.120, 2.386)
C (-0.350, 0.027, -0.710)
H (-1.078, 0.772, -1.044)
C (-0.188, -0.249, 0.765)
O (0.287, -1.310, 1.189)
H (-0.939, 1.789, 1.151)
N (-0.098, -1.133, -1.510)
H (1.229, 0.416, -2.244)
H (-1.465, -0.071, 1.235)
H (0.061, -1.876, -0.822)
C (-0.443, 0.913, 1.549)
C (0.970, -0.145, -1.352)
H (1.797, -0.380, -0.681)

Atoms 1-6, force components in eV/Å:
H -1.4 -0.8 0.4
C -0.2 -0.3 0.0
H 0.3 -0.3 0.1
C 1.5 0.3 -1.1
O 0.0 0.3 -0.2
H 0.2 -0.2 -0.5

Computed properties:
Energy above the lowest of the compared OMol25 structures with the same formula, charge and spin in eV: 4.7077
E_HOMO in eV: -9.66
Kohn-Sham gap in eV: 9.78
Net charge: 0

***

Here is C4H7NO as an isolated structure from the OMol25 dataset. Energies are from the ωB97M-V functional and the def2-TZVPD basis.

Geometry (Å):
C (0.283, 0.228, -0.053)
H (2.092, 1.121, 0.555)
C (-1.625, 0.186, 0.639)
O (-0.469, 1.040, 0.832)
C (1.756, 0.143, 0.196)
H (-2.474, 0.733, 0.220)
H (-1.892, -0.311, 1.577)
H (0.214, -0.249, -2.020)
H (-0.903, -1.744, -0.505)
N (-0.361, 0.281, -1.364)
C (-0.840, -0.676, -0.333)
H (2.314, -0.092, -0.714)
H (1.999, -0.596, 0.966)

Atoms 1-6, force components in eV/Å:
C 0.4 -0.1 0.0
H 0.0 -0.1 -0.1
C -0.3 -0.1 0.0
O 0.1 0.1 0.1
C 0.0 0.0 -0.1
H 0.1 -0.1 0.1

Computed properties:
Energy above the lowest of the compared OMol25 structures with the same formula, charge and spin in eV: 2.9519
E_HOMO in eV: -9.05
Kohn-Sham gap in eV: 10.09
Net charge: 0

***

Here is a 2-piece molecular cluster, C4H7NO overall from the OMol25 dataset. Energies are from the ωB97M-V functional and the def2-TZVPD basis.

Geometry (Å):
C (1.473, 0.297, -0.128)
H (0.770, -1.442, -1.102)
H (3.299, -0.014, -1.175)
H (1.224, 0.991, 0.689)
H (-2.877, -1.469, 2.035)
C (-3.160, -0.518, 1.666)
H (3.026, 1.642, -0.644)
H (2.185, 0.901, -2.019)
H (-4.123, -0.097, 2.036)
C (-2.224, -0.115, -0.505)
C (2.580, 0.756, -1.080)
O (-2.866, -0.281, 0.433)
N (0.691, -0.651, -0.206)

Atoms 1-6, force components in eV/Å:
C 1.1 2.0 -0.7
H 0.4 3.2 2.9
H 1.0 -0.8 0.0
H 0.4 -0.1 0.0
H 0.4 -0.7 0.0
C -2.5 0.3 4.1

Computed properties:
Energy above the lowest of the compared OMol25 structures with the same formula, charge and spin in eV: 7.8453
E_HOMO (spin up / spin down) in eV: -7.36 / -7.36
Kohn-Sham gap (spin up / spin down) in eV: 8.22 / 8.22
Net charge: 0

***

Here is one molecule with the formula C4H7NO from the OMol25 dataset. Energies are from the ωB97M-V functional and the def2-TZVPD basis.

Geometry (Å):
C (0.019, -1.222, -0.076)
H (-0.430, -1.957, -0.751)
H (-1.046, -0.218, 2.809)
N (-0.296, 0.769, 1.145)
C (-0.596, -0.251, 1.826)
H (0.452, 2.072, -1.213)
C (0.639, 0.999, -1.253)
H (0.463, 0.672, -2.289)
O (-0.479, -1.476, 1.251)
H (1.704, 0.825, -1.040)
H (-1.272, 0.899, -0.071)
C (-0.278, 0.305, -0.259)
H (1.119, -1.417, -0.078)

Atoms 1-6, force components in eV/Å:
C -0.4 0.3 -0.1
H -0.2 0.4 0.0
H 0.4 -0.2 0.1
N 1.4 -0.1 1.7
C 0.5 0.2 0.4
H 0.1 0.0 0.0

Computed properties:
Energy above the lowest of the compared OMol25 structures with the same formula, charge and spin in eV: 2.7192
E_HOMO in eV: -8.96
Kohn-Sham gap in eV: 10.01
Net charge: 0

***

Here is one molecule with the formula C4H7NO from the OMol25 dataset. Energies are from the ωB97M-V functional and the def2-TZVPD basis.

Geometry (Å):
H (-1.891, 0.053, -0.684)
H (-1.194, -1.091, -1.879)
C (0.960, 0.345, 0.277)
N (-0.503, -1.414, 0.093)
C (-0.375, -0.644, 1.187)
O (1.490, 1.592, 0.530)
H (0.073, -1.106, 2.067)
H (-1.131, 0.125, 1.411)
C (-1.000, -0.550, -0.948)
C (0.290, 0.181, -0.977)
H (0.711, 0.633, -1.878)
H (0.886, 2.256, 0.173)
H (1.685, -0.380, 0.629)

Atoms 1-6, force components in eV/Å:
H 0.1 -0.1 0.0
H 0.0 0.1 0.1
C 0.1 -0.1 -0.3
N 0.0 0.1 0.3
C -0.1 -0.3 0.1
O -0.1 0.2 -0.1

Computed properties:
Energy above the lowest of the compared OMol25 structures with the same formula, charge and spin in eV: 4.7191
E_HOMO in eV: -8.50
Kohn-Sham gap in eV: 8.45
Net charge: 0

***

What E values result from the calculations? In sequence: -7798.641, -7794.937, -7796.693, -7791.799, -7796.925, -7794.925 eV.